No. 1
{"formula": "C7H8O", "method": "ωB97M-V with the def2-TZVPD basis set", "symbols": ["C", "C", "C", "C", "C", "C", "C", "H", "H", "H", "H", "H", "H", "H", "H", "O"], "xyz": [[-0.3142, 1.2863, -0.1374], [0.5994, 0.3899, -1.0912], [1.6823, 0.3851, 0.0503], [0.5365, 0.5682, 0.9341], [-0.3846, -0.7253, 0.8220], [-1.6655, -0.6399, 0.0154], [-0.2031, -1.0147, -0.6146], [1.0618, 0.4563, -2.1799], [2.4579, -0.4486, 0.0134], [1.8349, 1.4730, 0.2339], [0.7759, 0.9158, 1.9077], [-0.3024, -1.3541, 1.9886], [-2.3355, 0.2116, -0.1977], [-2.0877, -1.4828, -0.3541], [-0.2188, -1.9789, -1.2987], [-1.4368, 1.9580, -0.0917]], "atomic_forces_ev_per_a": [[-3.2338, 3.4123, 0.2019], [0.9569, -1.8936, -1.0436], [-0.3233, 1.4927, -2.1496], [-3.7545, -1.5246, 1.6651], [-0.0870, -1.7398, 4.4894], [2.0587, 0.6166, -0.5703], [-0.9468, 1.2962, -2.9529], [-1.8973, 0.0842, 2.0016], [-1.0563, 1.4790, 0.6029], [2.7431, -0.5165, -1.1352], [-0.6263, 0.3671, 1.0571], [-0.1867, 1.2181, -4.0402], [1.1314, -0.3740, 0.2050], [-1.8988, -3.1229, 0.5526], [0.3334, 2.1195, 1.8623], [6.7874, -2.9142, -0.7460]], "lowdin_charge": [-0.22, -0.10, -0.12, -0.27, -0.22, -0.07, -0.12, 0.16, 0.16, 0.13, 0.13, 0.21, 0.11, 0.05, 0.17, 0.00], "max_force_ev_per_a": 7.42, "energy_ev": -9429.0346, "homo_lumo_gap_ev": 9.8, "charge": 0}

---

No. 2
{"formula": "C38H39O3P2Se2Ti", "method": "ωB97M-V with the def2-TZVPD basis set", "symbols": ["Ti", "O", "C", "O", "C", "P", "C", "C", "C", "C", "C", "C", "C", "C", "C", "C", "C", "C", "H", "H", "H", "H", "H", "H", "H", "H", "H", "H", "H", "H", "Se", "P", "Se", "C", "C", "C", "C", "C", "C", "C", "C", "C", "C", "C", "C", "H", "H", "H", "H", "H", "H", "H", "H", "H", "H", "C", "C", "C", "C", "C", "C", "C", "C", "C", "C", "C", "C", "O", "H", "H", "H", "H", "H", "H", "H", "H", "H", "H", "H", "H", "H", "H", "H", "H", "H"], "xyz": [[-0.7748, -0.8393, 0.7590], [-1.6027, -2.4336, 1.4839], [-1.4371, -3.7617, 1.3945], [-1.9529, -4.4986, 2.2045], [-0.5578, -4.2747, 0.2498], [0.0712, -2.8951, -0.7002], [1.7165, -3.3795, -1.2947], [2.7562, -3.4083, -0.3638], [4.0559, -3.6287, -0.8069], [4.3328, -4.0487, -2.0932], [3.2986, -4.1948, -2.9706], [1.9776, -3.8664, -2.5871], [-0.8562, -2.7795, -2.2532], [-0.3540, -1.7496, -3.0575], [-0.9868, -1.4888, -4.3092], [-2.1159, -2.2157, -4.6370], [-2.5849, -3.3124, -3.8642], [-1.9036, -3.5751, -2.6768], [-1.2894, -4.8261, -0.4453], [0.1081, -5.0974, 0.6187], [2.5578, -3.1848, 0.6519], [4.8483, -3.5102, -0.0715], [5.3025, -4.3555, -2.4347], [3.4752, -4.6139, -4.0009], [1.2251, -3.9461, -3.3433], [0.5111, -1.1365, -2.8000], [-0.5933, -0.7879, -5.0667], [-2.6548, -1.8943, -5.5477], [-3.3629, -3.9578, -4.1540], [-2.3155, -4.3546, -2.1007], [-2.4010, 0.2184, -1.1781], [-2.5021, 1.8434, 0.3015], [-1.7804, 1.1258, 2.2042], [-4.2230, 2.4410, 0.4802], [-4.6659, 2.9045, 1.6871], [-5.9656, 3.4199, 1.8672], [-6.8239, 3.2991, 0.8011], [-6.4093, 2.8951, -0.4520], [-5.1112, 2.4154, -0.6021], [-1.3852, 3.1375, -0.3365], [-0.4795, 3.6710, 0.5890], [0.3861, 4.7150, 0.1649], [0.4754, 5.0179, -1.1848], [-0.4553, 4.5194, -2.0601], [-1.3788, 3.6091, -1.6563], [-3.9723, 2.8885, 2.5500], [-6.1529, 3.7322, 2.8425], [-7.8777, 3.5127, 0.9440], [-7.0710, 2.8112, -1.3115], [-4.8724, 1.8852, -1.5069], [-0.4737, 3.2994, 1.6140], [0.9352, 5.2786, 0.8716], [1.1690, 5.8647, -1.4656], [-0.4528, 4.9216, -3.0929], [-2.1540, 3.2696, -2.3497], [3.9617, 0.8959, -0.7444], [2.6583, 1.6573, -0.4076], [1.4650, 1.3602, -1.3248], [2.4019, 1.6676, 1.0947], [2.9320, 2.6788, 1.9008], [2.9259, 2.6469, 3.2674], [2.3409, 1.5014, 3.8310], [1.6998, 0.5411, 3.1528], [1.3932, -0.7587, 3.8932], [-0.1121, -1.1877, 3.9789], [2.2839, -1.9088, 3.4621], [1.6398, 0.6862, 1.7279], [0.9453, -0.2794, 1.0715], [4.1795, 0.8543, -1.8418], [3.8975, -0.1761, -0.4507], [4.8129, 1.2675, -0.1680], [2.9863, 2.6710, -0.5859], [1.4027, 0.3369, -1.7044], [1.3693, 2.0828, -2.1397], [0.5632, 1.4333, -0.7019], [3.4560, 3.4339, 1.3473], [3.2384, 3.5444, 3.8807], [2.3557, 1.4200, 4.9312], [1.7291, -0.4805, 4.8950], [-0.5097, -1.6574, 3.1274], [-0.6542, -0.3084, 4.2626], [-0.1886, -2.0128, 4.7344], [2.0911, -2.0808, 2.3939], [2.1356, -2.8202, 3.9888], [3.3475, -1.6891, 3.6235]], "atomic_forces_ev_per_a": [[-0.3289, -0.1800, -0.1659], [0.2754, -0.4601, -0.9091], [-0.5517, 0.5071, 1.3619], [0.4355, -0.0385, -0.7077], [-1.6898, -1.9498, -0.4515], [0.4634, 0.5435, -0.4653], [0.1658, -1.1266, -0.3296], [0.4178, 0.4764, -1.5008], [0.2121, -0.1903, 1.2504], [0.0478, -0.1280, 0.0564], [-1.6025, -0.5063, -1.3602], [1.2230, 0.4299, 0.1237], [0.8722, 0.4684, 0.0498], [-0.8914, 0.2800, -1.9050], [0.6243, -0.4151, 0.9733], [-1.1527, -0.6499, -0.7239], [2.2131, 1.9651, 0.2004], [-0.6504, 0.6922, -0.9664], [0.9576, 0.5664, 1.0246], [-0.2402, 1.0876, -0.3661], [0.0007, 0.3767, 0.8438], [0.0206, -0.1693, -0.1834], [0.5237, 0.2317, 0.2296], [-0.2164, 0.5765, 1.2119], [-0.5103, 0.0295, -0.0972], [-0.2450, -0.3469, 0.2221], [-0.2180, -0.1519, 0.8882], [0.3118, -0.5487, 0.4757], [-1.0062, -0.3664, -0.4568], [-0.0623, -0.8949, 0.8722], [0.3627, -0.0431, 0.5756], [-0.2926, -0.5565, -0.6505], [-0.1593, -0.1442, 0.0640], [0.2381, -0.2668, -1.0784], [0.2453, 1.0513, 1.4838], [2.1469, -1.7967, -1.4533], [-1.4303, 0.9209, 0.2361], [0.8750, -0.9373, -0.2790], [-0.2990, 0.0007, 0.2199], [0.3610, 0.4638, 0.8357], [0.1906, 0.9767, -0.6708], [-0.8891, -1.5915, -0.3919], [0.8683, 2.1505, 1.1212], [0.4432, 0.6804, -1.8938], [-1.4646, -0.9954, 0.2270], [-0.4864, 0.0748, -0.5578], [-1.0665, 0.6077, 1.2603], [0.0308, 0.2802, -0.0351], [-0.1153, 0.1078, 0.3886], [0.4078, 0.1882, -0.3650], [0.0549, 0.3151, -0.2508], [0.7549, 0.1593, 0.6527], [-0.8117, -1.2221, 0.0568], [-0.1111, -0.5254, 0.6688], [0.3388, -0.0169, 0.1733], [-0.2756, -1.6621, -0.2036], [1.0157, 0.3764, -0.0549], [-0.6390, -0.1003, 0.8633], [-1.0907, -0.9306, -0.1795], [0.7074, -0.0952, -0.8595], [-0.6096, 0.6697, 0.5853], [0.7684, 2.1265, 2.5951], [-0.1032, -1.3683, -2.0655], [-0.8539, 0.0819, 0.4868], [2.1520, -0.3598, 1.7470], [0.5970, 0.6929, -1.1843], [0.2723, -0.9084, 0.9992], [0.3657, 0.3200, -0.3037], [-0.1224, 0.4588, 0.8446], [-0.2178, 0.4541, -0.0954], [-0.0597, 0.2819, -0.2885], [-0.3414, 0.6843, -0.3225], [0.4989, 0.0996, -0.0555], [0.1317, -0.2051, 0.0289], [0.1131, 0.2703, -0.4377], [0.1668, 0.6508, 0.0129], [-0.1151, -1.4397, -0.7383], [0.1203, -0.0057, -0.5077], [-0.4259, -0.3113, 0.2708], [-0.3506, -0.1800, -1.2252], [-0.7341, 0.1478, 0.3074], [-0.0547, 0.9392, -0.2135], [0.3145, -0.1599, 0.1940], [-0.6509, -0.7614, 0.5962], [-0.1706, 0.2441, -0.3287]], "mulliken_spin": [0.99, 0.03, 0.01, 0.00, 0.00, 0.04, -0.01, 0.00, 0.00, 0.00, 0.00, 0.00, 0.01, 0.00, 0.00, 0.00, 0.00, 0.00, 0.00, 0.00, 0.00, 0.00, 0.00, 0.00, 0.00, -0.01, 0.00, 0.00, 0.00, 0.00, -0.01, 0.03, -0.01, 0.01, 0.00, 0.00, 0.00, 0.00, 0.00, -0.01, 0.00, 0.00, 0.00, 0.00, 0.00, 0.00, 0.00, 0.00, 0.00, 0.00, 0.00, 0.00, 0.00, 0.00, 0.00, 0.00, 0.00, 0.01, 0.00, -0.01, 0.00, -0.01, -0.01, -0.01, 0.02, 0.00, -0.03, -0.03, 0.00, 0.00, 0.00, 0.00, 0.00, 0.00, 0.00, 0.00, 0.00, 0.00, 0.00, -0.01, 0.00, 0.00, 0.00, 0.00, 0.00], "max_force_ev_per_a": 3.44, "energy_ev": -218570.5892, "homo_lumo_gap_ev": [8.3, 8.4], "multiplicity": 2, "charge": 0}

---

No. 3
{"formula": "C5H10O3", "method": "ωB97M-V with the def2-TZVPD basis set", "symbols": ["C", "C", "C", "O", "O", "C", "C", "H", "H", "H", "H", "H", "H", "H", "H", "O", "H", "H"], "xyz": [[-0.6933, 0.8138, 1.2974], [0.0989, 0.5032, 0.0477], [1.2190, -0.4533, 0.2542], [1.5481, -1.3186, -0.5411], [1.8587, -0.2759, 1.4062], [0.3491, 1.6075, -0.9539], [-0.5726, 0.4800, -1.2999], [-0.0960, 1.4145, 1.9832], [-1.5962, 1.3637, 1.0491], [-0.9730, -0.1097, 1.8000], [2.5783, -0.9221, 1.4934], [-0.0645, 2.5726, -0.7282], [1.3110, 1.6562, -1.4470], [-0.2247, -0.2518, -2.0113], [-1.6322, 0.6676, -1.3354], [-1.1181, -2.5642, 0.0350], [-0.2689, -2.3981, -0.3675], [-1.7236, -2.7856, -0.6818]], "atomic_forces_ev_per_a": [[0.1983, 0.0495, -0.0024], [-0.2623, 0.0936, 0.1054], [0.1748, -0.7085, -1.1277], [-0.1070, 0.4304, 0.4786], [0.1885, 0.2279, 0.5994], [0.2520, -0.1461, -0.2194], [0.2269, -0.0501, 0.1439], [-0.0501, -0.0027, 0.0530], [-0.0945, 0.0656, -0.0516], [-0.1155, -0.0298, 0.0251], [-0.2118, 0.0009, -0.2540], [-0.1872, 0.2118, 0.1476], [0.0034, -0.1219, -0.0011], [0.1068, -0.0443, -0.0258], [-0.1496, 0.0577, 0.1450], [-0.6880, -0.1712, 0.2795], [0.5224, 0.0896, -0.3877], [0.1929, 0.0475, 0.0923]], "lowdin_charge": [-0.02, -0.41, -0.49, 0.08, 0.14, -0.06, -0.08, 0.09, 0.09, 0.09, 0.14, 0.10, 0.11, 0.10, 0.11, -0.04, 0.00, 0.04], "max_force_ev_per_a": 1.34, "energy_ev": -11489.5962, "smiles": "CC1(C(=O)O)CC1.O", "homo_lumo_gap_ev": 11.2, "charge": 0}

---

No. 4
{"formula": "BH3S", "method": "ωB97M-V with the def2-TZVPD basis set", "symbols": ["B", "S", "H", "H", "H"], "xyz": [[0.3617, 0.4775, -0.1037], [-1.1925, -0.1378, 0.1167], [1.2269, -0.2066, -0.5299], [0.6562, 1.6702, 0.3170], [-1.0521, -1.8033, 0.1999]], "atomic_forces_ev_per_a": [[2.7707, 1.7824, 0.5505], [-2.1150, -3.9824, 1.0397], [0.1888, -0.0072, 0.0894], [-0.8236, -1.6537, -1.0158], [-0.0210, 3.8608, -0.6637]], "lowdin_charge": [-0.66, 0.64, -0.04, 0.02, 0.04], "max_force_ev_per_a": 4.63, "energy_ev": -11558.8887, "smiles": "BS", "homo_lumo_gap_ev": 10.2, "charge": 0}

---

The following ΔE to the lowest compared entry with this formula, charge and spin values (in kJ/mol) correspond, in order, to the records above: 695.4 0.0 57.0 99.6.